(w)
Computed, not measured: a gas-phase ion, C5H14N3 (charge +1), with the ωB97M-V functional and the def2-TZVPD basis.

Structure (XYZ):
```
22
Properties=species:S:1:pos:R:3
C 0.60 -0.64 0.63
C -2.29 1.84 -0.20
C -0.58 -2.71 0.32
C 2.34 0.28 -0.76
C -0.79 1.85 0.12
N -0.05 0.82 -0.58
N 0.54 -1.81 -0.05
N 1.18 0.55 0.11
H 0.22 -0.49 1.55
H -2.43 1.98 -1.21
H -2.70 0.76 0.14
H -2.63 2.68 0.48
H -1.64 -2.48 0.03
H -0.50 -3.79 -0.01
H -0.63 -2.97 1.34
H 2.33 -0.57 -1.47
H 2.81 1.11 -1.25
H 3.29 -0.06 -0.21
H -0.34 2.75 -0.18
H -0.72 1.75 1.28
H 0.65 -1.98 -1.03
H 1.33 1.11 0.96
```

Net charge = +1
Orbital gap (alpha / beta) = 8.66 / 8.66 eV
HOMO energy (alpha / beta) = -12.8 / -12.8 eV

These are the natural (NBO) partial charges, in e, on atoms 1 to 2:
1. C 0.34
2. C -0.59

---

(x)
Computed, not measured: a gas-phase ion, C5H14N3 (charge +1), with the ωB97M-V functional and the def2-TZVPD basis.

Structure (XYZ):
```
22
Properties=species:S:1:pos:R:3
H -0.70 1.55 4.48
N -1.37 0.86 4.18
C -1.50 0.34 3.06
N -0.58 0.64 2.03
C -0.85 0.35 0.64
C 0.48 -0.09 -0.04
C 0.33 -0.70 -1.44
C 1.58 -1.40 -1.85
N 0.06 0.49 -2.39
H -2.28 -0.39 2.86
H -0.07 1.45 2.19
H -1.46 -0.53 0.50
H -1.18 1.27 0.14
H 1.19 0.74 -0.17
H 0.87 -0.76 0.72
H -0.57 -1.31 -1.42
H 1.76 -2.24 -1.18
H 2.52 -0.87 -1.66
H 1.62 -1.75 -2.89
H -0.33 1.28 -1.87
H -0.51 0.27 -3.20
H 0.99 0.80 -2.68
```

Net charge = +1
Orbital gap = 8.34 eV
HOMO energy = -12.0 eV
SMILES string = [H]/N=C\NCC[C@H](C)[NH3+]

These are the natural (NBO) partial charges, in e, on atoms 1 to 2:
1. H 0.36
2. N -0.67

---

(y)
Computed, not measured: 2 unconnected molecules or ions with the total composition C5H14N3, with the ωB97M-V functional and the def2-TZVPD basis.

Structure (XYZ):
```
22
Properties=species:S:1:pos:R:3
C -1.60 2.27 -0.21
C -1.71 2.98 -1.32
C -1.37 0.12 0.76
N -1.44 0.86 -0.28
H -1.61 2.65 0.80
H -1.66 2.47 -2.28
H -1.79 4.06 -1.32
H -1.26 -0.95 0.64
H -1.39 0.57 1.75
H -1.45 0.41 -1.17
C 1.37 -0.85 -0.41
C 1.22 -1.73 0.84
N 0.32 -2.85 0.52
N 1.59 0.55 0.02
H 2.18 -1.26 -1.02
H 0.46 -0.92 -1.00
H 2.20 -2.07 1.16
H 0.79 -1.13 1.64
H 0.17 -3.45 1.32
H 0.72 -3.42 -0.21
H 2.44 0.57 0.56
H 1.81 1.11 -0.80
```

Net charge = +1
Orbital gap = 8.14 eV
HOMO energy = -13.0 eV

These are the natural (NBO) partial charges, in e, on atoms 1 to 2:
1. C -0.06
2. C -0.30

---

(z)
Computed, not measured: 2 unconnected molecules or ions with the total composition C5H14N3, with the ωB97M-V functional and the def2-TZVPD basis.

Structure (XYZ):
```
22
Properties=species:S:1:pos:R:3
C -0.12 1.65 -0.03
C -0.75 2.81 0.24
N -1.48 3.03 1.52
N 0.75 1.35 -1.07
H -0.33 0.81 0.61
H -0.74 3.64 -0.47
H -1.96 3.94 1.51
H -0.76 3.10 2.22
H 0.52 0.38 -1.26
H 1.75 1.41 -0.78
C 0.60 -1.63 1.75
C 0.16 -2.13 0.38
C 0.78 -2.03 -0.81
N 0.03 -2.70 -1.91
H 1.29 -0.75 1.74
H -0.29 -1.35 2.36
H 1.08 -2.49 2.27
H -0.87 -2.53 0.34
H 1.57 -1.38 -1.12
H -0.37 -3.53 -1.51
H -0.71 -2.15 -2.28
H 0.65 -2.94 -2.66
```

Net charge = +1
Orbital gap = 7.33 eV
HOMO energy = -11.0 eV

These are the natural (NBO) partial charges, in e, on atoms 1 to 2:
1. C -0.11
2. C -0.01

---

Most stable one: (x), least stable one: (w).

---

(w)
Computed, not measured: 21 unconnected molecules or ions with the total composition H42O21, with the ωB97M-V functional and the def2-TZVPD basis.

Structure (XYZ):
```
63
Properties=species:S:1:pos:R:3
O -1.74 0.29 0.42
H -1.50 0.44 1.37
H -1.45 1.20 0.15
O -2.18 -3.51 -1.63
H -1.81 -3.40 -2.51
H -2.93 -2.86 -1.62
O 1.31 0.46 4.11
H 1.73 -0.12 3.43
H 1.42 1.25 3.59
O -0.68 -4.48 0.46
H -1.08 -4.80 1.28
H -1.32 -4.06 -0.08
O -3.08 -0.26 -2.16
H -2.86 -0.60 -3.06
H -2.51 -0.60 -1.47
O 1.43 -3.10 1.41
H 1.18 -3.99 1.11
H 0.99 -2.58 0.72
O 0.77 -1.28 -3.27
H 0.81 -0.34 -3.00
H 1.67 -1.48 -3.52
O -3.69 -0.56 2.40
H -3.54 -0.09 1.56
H -4.62 -0.41 2.63
O -1.55 -2.56 -4.64
H -0.61 -2.33 -4.61
H -1.72 -3.22 -5.31
O 0.98 1.50 -2.16
H 0.92 2.44 -1.98
H 1.96 1.43 -2.09
O -1.78 3.78 2.77
H -0.88 4.07 3.03
H -1.88 2.87 3.14
O -1.57 0.95 3.18
H -2.24 0.25 3.36
H -0.73 0.76 3.61
O 3.13 -1.62 2.73
H 2.63 -2.36 2.34
H 3.94 -2.04 3.04
O 3.77 0.57 -1.77
H 3.59 0.32 -0.82
H 4.28 1.38 -1.76
O 0.99 3.82 3.54
H 1.12 4.22 4.40
H 1.68 4.18 2.97
O 2.44 0.18 0.49
H 1.67 -0.33 0.15
H 2.81 -0.30 1.29
O -3.38 2.35 -1.82
H -3.91 2.68 -2.56
H -3.36 1.35 -1.97
O -1.48 2.99 0.05
H -2.15 2.79 -0.64
H -1.97 3.35 0.83
O 3.86 -1.23 -3.87
H 4.69 -1.79 -3.82
H 3.89 -0.47 -3.23
O 0.23 -1.43 -0.50
H -0.54 -0.80 -0.31
H 0.42 -1.40 -1.46
O 1.73 3.14 0.57
H 1.98 2.26 0.80
H 0.72 3.15 0.67
```

Net charge = 0
Orbital gap = 10.88 eV
HOMO energy = -10.6 eV

These are the natural (NBO) partial charges, in e, on atoms 1 to 2:
1. O -1.04
2. H 0.51

---

(x)
Computed, not measured: 21 unconnected molecules or ions with the total composition H42O21, with the ωB97M-V functional and the def2-TZVPD basis.

Structure (XYZ):
```
63
Properties=species:S:1:pos:R:3
O 1.10 -3.76 1.72
H 0.26 -4.22 1.89
H 1.03 -3.09 2.46
O 3.47 1.34 2.93
H 2.67 1.06 3.33
H 3.51 2.27 3.14
O -0.01 3.01 0.88
H 0.96 2.89 0.81
H -0.13 3.77 0.28
O 2.53 1.93 0.43
H 3.11 1.86 -0.34
H 2.96 1.54 1.22
O 4.19 -3.05 2.17
H 4.01 -2.36 2.80
H 3.35 -3.47 1.96
O 3.35 0.97 -2.11
H 2.65 0.99 -2.74
H 3.58 0.03 -2.08
O -0.36 -0.71 2.80
H -0.87 0.11 2.66
H -1.04 -1.41 2.71
O -0.47 4.85 -1.23
H -1.16 4.58 -1.88
H 0.36 4.78 -1.72
O -2.03 -3.21 2.78
H -2.42 -3.50 1.94
H -2.62 -3.41 3.52
O 1.02 -1.19 -4.28
H 1.71 -1.33 -4.88
H 1.29 -1.49 -3.41
O 0.85 1.78 4.30
H 0.28 0.95 4.26
H 0.38 2.41 3.79
O -1.62 3.84 -3.44
H -1.14 3.05 -3.71
H -1.59 4.49 -4.13
O -2.93 -4.19 0.43
H -2.94 -3.38 -0.18
H -2.41 -4.82 -0.09
O -2.70 -1.75 -0.93
H -3.09 -1.55 -1.79
H -1.91 -1.15 -0.92
O 1.25 -0.80 0.48
H 0.89 -0.77 1.40
H 2.04 -0.28 0.49
O -3.25 -0.93 -3.62
H -2.43 -0.80 -4.15
H -3.90 -0.27 -3.78
O 2.67 -2.15 -1.30
H 2.11 -2.21 -0.54
H 3.32 -2.88 -1.34
O -3.83 0.27 0.66
H -4.21 0.87 0.03
H -3.57 -0.54 0.21
O -0.97 0.53 -0.68
H -1.08 1.34 -0.21
H -0.07 0.32 -0.42
O -0.15 1.51 -3.44
H 0.15 0.70 -3.86
H -0.51 1.20 -2.60
O -1.74 1.67 2.75
H -1.23 2.22 2.14
H -2.64 1.51 2.44
```

Net charge = 0
Orbital gap = 11.00 eV
HOMO energy = -11.1 eV

These are the natural (NBO) partial charges, in e, on atoms 1 to 2:
1. O -0.96
2. H 0.49

---

(y)
Computed, not measured: 21 unconnected molecules or ions with the total composition H42O21, with the ωB97M-V functional and the def2-TZVPD basis.

Structure (XYZ):
```
63
Properties=species:S:1:pos:R:3
O 2.46 -3.59 2.35
H 2.51 -2.83 1.77
H 2.00 -3.30 3.16
O -3.12 0.82 -3.46
H -2.26 0.74 -3.89
H -3.84 0.65 -4.06
O -2.63 -1.06 4.94
H -2.78 -0.11 4.74
H -1.67 -1.05 4.97
O 2.32 -3.50 -1.92
H 2.81 -3.16 -2.66
H 2.68 -3.05 -1.13
O -0.32 3.16 0.43
H -0.38 2.28 0.87
H 0.63 3.13 0.26
O -0.93 2.84 -3.61
H -1.11 2.13 -4.22
H -1.65 3.02 -2.99
O 0.38 -2.73 3.99
H -0.38 -2.13 3.83
H 0.97 -1.96 3.90
O -0.10 -0.07 4.31
H -0.78 -0.32 3.66
H 0.47 0.43 3.72
O 0.45 0.77 -1.78
H -0.27 1.20 -2.26
H 0.06 -0.02 -1.38
O -0.20 -3.49 -1.29
H -0.60 -4.24 -0.84
H 0.66 -3.76 -1.67
O 0.96 3.57 -1.78
H 0.63 2.66 -1.75
H 0.10 3.97 -1.89
O -0.76 0.75 1.60
H -1.39 1.35 2.02
H -1.03 0.18 0.88
O -2.96 0.61 2.92
H -3.73 1.17 2.77
H -3.25 -0.17 2.40
O 2.40 1.19 -3.45
H 2.29 0.99 -2.51
H 2.06 2.10 -3.39
O 5.02 0.44 -1.11
H 4.87 1.23 -1.65
H 5.29 -0.16 -1.82
O -3.97 -1.00 0.02
H -3.34 -1.70 0.22
H -4.29 -1.26 -0.85
O 3.74 1.80 1.50
H 3.42 1.20 2.18
H 3.85 1.24 0.72
O 3.44 -2.02 0.10
H 4.34 -1.65 0.05
H 3.18 -1.32 0.73
O -0.89 -0.34 -4.46
H -1.18 -1.18 -4.83
H -0.09 -0.46 -3.94
O -2.78 4.31 0.14
H -2.66 5.21 -0.18
H -1.84 4.05 0.25
O -2.49 -2.25 1.95
H -2.43 -3.18 2.20
H -1.88 -2.14 1.21
```

Net charge = 0
Orbital gap = 10.22 eV
HOMO energy = -10.9 eV

These are the natural (NBO) partial charges, in e, on atoms 1 to 2:
1. O -0.95
2. H 0.45

---

Most stable one: (w), least stable one: (y).

---

(w)
Computed, not measured: a molecular structure, C2H7NS2, with the ωB97M-V functional and the def2-TZVPD basis.

Structure (XYZ):
```
12
Properties=species:S:1:pos:R:3
C 1.30 -1.58 -0.35
C -1.96 1.22 0.56
N 0.85 -0.47 0.33
S 1.51 1.03 0.25
S -1.38 -0.24 -0.38
H 0.61 -2.31 -0.07
H 1.52 -1.51 -1.39
H 2.22 -2.07 0.14
H -2.38 1.09 1.58
H -2.79 1.65 -0.01
H -1.13 2.05 0.51
H 1.64 1.13 -1.17
```

Net charge = 0
Orbital gap (alpha / beta) = 7.70 / 7.69 eV
HOMO energy (alpha / beta) = -8.6 / -8.6 eV

These are the natural (NBO) partial charges, in e, on atoms 1 to 2:
1. C -0.46
2. C -0.79

---

(x)
Computed, not measured: C2H7NS2 in the gas phase, with the ωB97M-V functional and the def2-TZVPD basis.

Structure (XYZ):
```
12
Properties=species:S:1:pos:R:3
C -1.62 -0.40 0.35
C -0.25 0.07 -0.30
S -0.21 1.95 -1.12
N 0.80 -0.13 0.61
S 2.48 0.05 0.38
H -2.36 0.37 0.11
H -1.39 -0.51 1.37
H -1.85 -1.37 -0.13
H -0.04 -0.53 -1.33
H 1.06 1.68 -1.47
H 0.54 0.08 1.61
H 2.84 -1.26 -0.07
```

Net charge = 0
Orbital gap = 9.60 eV
HOMO energy = -8.9 eV
SMILES string = C[C@@H](S)NS

These are the natural (NBO) partial charges, in e, on atoms 1 to 2:
1. C -0.62
2. C -0.04

---

Most stable one: (x), least stable one: (w).